{"formula": "C3H3BrClNO4", "method": "ωB97M-V/def2-TZVPD", "multiplicity": 1, "mol_weight_g_mol": 232.42, "e_lumo_ha": -0.035, "total_charge": 0, "homo_ev": -9.6, "relative_energy_kj_mol": 147.22, "symbols": ["C", "O", "C", "Cl", "C", "O", "Br", "O", "H", "H", "O", "H", "N"], "xyz": [[-0.02648, -0.91932, -0.71745], [-3.82063, -2.04169, -1.26476], [-3.97556, -0.24405, 0.03839], [-4.67647, -1.12952, 1.34759], [-1.95910, -0.61132, 0.54924], [-1.49253, -0.73650, -0.59781], [-4.25408, 1.63362, 0.19690], [-3.73995, -0.08315, -2.18015], [0.21163, -1.89422, -1.26926], [0.36845, -0.15334, -1.43002], [-1.59843, -0.66991, 1.64842], [0.45388, -0.72946, 0.32906], [-3.88497, -0.81662, -1.20092]], "atomic_forces_ev_per_a": [[1.48, 0.18, 0.00], [-0.30, 0.43, 0.23], [3.12, 0.98, 4.52], [-0.58, -0.17, -0.36], [-3.60, 0.79, -0.37], [2.46, -0.24, -2.17], [-0.09, -0.29, -0.36], [-0.22, -0.25, 0.83], [-0.66, 1.07, 1.50], [-0.74, -0.28, 0.76], [0.15, 0.06, 1.29], [-0.85, -0.85, -2.04], [-0.15, -1.44, -3.82]], "nbo_charge": [-0.292, -0.383, -0.196, 0.080, 0.939, -0.488, 0.140, -0.371, 0.229, 0.216, -0.506, 0.226, 0.407]}

=====

{"formula": "C3H3BrFN3", "method": "ωB97M-V/def2-TZVPD", "multiplicity": 1, "mol_weight_g_mol": 179.98, "e_lumo_ha": 0.019, "total_charge": 0, "homo_ev": -8.2, "symbols": ["H", "C", "N", "C", "C", "N", "H", "F", "H", "N", "Br"], "xyz": [[-2.36202, -0.15719, -0.02476], [1.92875, 0.76970, -0.67985], [0.19676, 1.18749, 0.63220], [-1.57097, -0.34749, 0.70115], [0.44302, -0.64736, -0.70213], [1.35447, 1.49593, 0.16058], [-1.70796, 0.28107, 1.57781], [0.07442, -1.77900, -1.27582], [-1.59600, -1.39952, 0.97813], [-0.28160, -0.00052, 0.15016], [3.52114, 0.59690, -1.51747]], "atomic_forces_ev_per_a": [[0.09, 0.06, 0.02], [-3.32, -3.61, -0.47], [-0.98, 1.05, 1.34], [-0.52, -0.25, 0.06], [3.10, 2.93, 0.15], [0.70, 0.18, -0.26], [-0.03, -0.06, -0.08], [-0.10, 0.41, 0.34], [0.09, 0.01, -0.01], [0.61, -0.80, -0.97], [0.36, 0.10, -0.12]], "nbo_charge": [0.220, -0.019, -0.202, -0.421, 0.520, -0.245, 0.249, -0.299, 0.218, -0.225, 0.202]}

=====

{"formula": "C3H3BrO", "method": "ωB97M-V/def2-TZVPD", "multiplicity": 1, "mol_weight_g_mol": 134.96, "e_lumo_ha": [-0.031, -0.031], "total_charge": 0, "homo_ev": [-8.5, -8.5], "relative_energy_kj_mol": 320.88, "symbols": ["H", "O", "H", "Br", "C", "C", "H", "C"], "xyz": [[0.04289, 0.68261, 0.57882], [0.58304, 3.85293, -1.41499], [-0.88154, 0.19173, -0.88564], [1.68602, 0.14037, -2.41002], [-0.00938, 0.09032, -0.27062], [0.01783, 2.88048, -1.22163], [0.16700, -0.94427, -0.12272], [1.04423, 0.85992, -0.87323]], "atomic_forces_ev_per_a": [[-1.69, 0.27, 2.61], [-0.64, -1.21, 0.29], [-0.81, 0.20, 0.02], [0.56, -0.64, -1.43], [0.09, 0.14, -0.60], [0.53, 1.46, -0.41], [0.42, -1.02, 0.14], [1.54, 0.80, -0.61]], "nbo_charge": [0.248, -0.497, 0.269, 0.106, -0.821, 0.523, 0.244, -0.072]}

=====

{"formula": "C3H3BrO", "method": "ωB97M-V/def2-TZVPD", "multiplicity": 1, "mol_weight_g_mol": 134.96, "e_lumo_ha": [-0.026, -0.026], "total_charge": 0, "homo_ev": [-8.5, -8.5], "relative_energy_kj_mol": 316.19, "symbols": ["O", "H", "C", "C", "H", "Br", "C", "H"], "xyz": [[1.77353, -2.79983, -2.66785], [-0.76928, 0.58687, 0.26131], [1.35056, -2.03642, -1.98186], [0.12096, 0.02673, -0.14954], [-0.18354, -0.83986, -0.79918], [0.05630, 0.66427, -2.89406], [0.89680, 0.72337, -1.24894], [0.84318, -0.38662, 0.60869]], "atomic_forces_ev_per_a": [[0.72, -1.26, -1.21], [1.00, -0.60, -0.47], [-0.29, 0.59, 0.97], [0.04, -0.93, -1.45], [-0.65, 0.41, 1.51], [-0.65, 0.32, -0.32], [0.69, 0.54, 1.42], [-0.85, 0.93, -0.45]], "nbo_charge": [-0.478, 0.265, 0.487, -0.831, 0.247, 0.072, -0.001, 0.240]}

=====

{"formula": "C3H3BrO", "method": "ωB97M-V/def2-TZVPD", "multiplicity": 1, "mol_weight_g_mol": 134.96, "e_lumo_ha": 0.017, "total_charge": 0, "homo_ev": -11.0, "relative_energy_kj_mol": 192.16, "symbols": ["H", "H", "Br", "C", "C", "O", "H", "C"], "xyz": [[-3.21673, 1.55048, 0.42166], [3.19960, 1.77754, 0.47698], [4.17435, 0.79243, -0.16866], [1.05830, -1.98428, -0.45871], [-2.71126, 0.64209, 0.27799], [1.58921, -1.28626, 0.22796], [-1.80214, -1.20417, -0.46534], [-2.29134, -0.28784, -0.31187]], "atomic_forces_ev_per_a": [[-0.20, 0.57, 0.63], [1.41, -1.45, -0.94], [-1.32, 1.51, 0.92], [-0.62, -0.79, -0.78], [-1.18, 2.03, -0.02], [0.54, 0.73, 0.81], [0.18, -0.55, -0.63], [1.18, -2.06, 0.01]], "nbo_charge": [0.227, 0.224, -0.222, 0.488, -0.228, -0.487, 0.225, -0.228]}

=====

{"formula": "C3H3BrO", "method": "ωB97M-V/def2-TZVPD", "multiplicity": 1, "mol_weight_g_mol": 134.96, "smiles": "C#CC=O.Br", "e_lumo_ha": -0.014, "total_charge": 0, "homo_ev": -10.6, "relative_energy_kj_mol": 208.93, "symbols": ["C", "C", "H", "C", "Br", "O", "H", "H"], "xyz": [[-0.34397, 0.52948, 0.75602], [0.52544, 0.89206, 1.46074], [1.36067, 1.20635, 1.98593], [-1.14891, 0.07733, -0.30586], [1.65194, -0.92901, -1.61026], [-1.88580, 0.73843, -1.07701], [0.90789, -1.51263, -0.67679], [-1.06727, -1.00201, -0.53277]], "atomic_forces_ev_per_a": [[-1.33, 0.12, -0.92], [1.07, 0.36, 0.81], [0.84, 0.39, 0.87], [-3.05, 0.46, -3.54], [1.86, 1.19, -2.22], [2.16, -1.30, 2.63], [-1.46, -1.35, 2.04], [-0.10, 0.13, 0.33]], "nbo_charge": [-0.132, -0.099, 0.235, 0.330, -0.157, -0.476, 0.166, 0.134]}